# 1
The following is a quantum chemistry calculation of 2 unconnected molecules or ions with the total composition C2H3NS2 in a non-equilibrium geometry, from OMol25.

Values from the calculation:
gap between HOMO and LUMO (spin up / spin down): 8.35 / 8.35 eV
strongest force on any atom: 3.5 eV/A
SMILES: N=C=S.C=S
ΔE to the lowest compared entry with this formula, charge and spin: 132.12 kJ/mol
net charge: 0

XYZ file:
```
8
Properties=species:S:1:pos:R:3:forces:R:3:nbo_charge:R:1
N 1.41603 0.76896 -1.34457 -1.109 0.076 -2.322 -0.667
C 1.53026 -0.30074 -0.79850 0.308 2.408 -0.449 0.167
S 1.93614 -1.33788 0.21603 0.530 -2.898 1.904 0.094
H 1.04335 0.76251 -2.31358 0.289 0.383 0.869 0.406
C -1.43674 0.11106 1.15118 -2.017 -1.306 -1.035 -0.418
S -2.17700 -0.79970 -0.05850 1.092 1.821 2.413 0.031
H -1.93767 0.56583 2.07132 0.435 -0.735 -1.500 0.203
H -0.37437 0.22996 1.07662 0.472 0.252 0.121 0.184
```
Positions in Å, forces in eV/Å.

***

# 2
The following is a quantum chemistry calculation of C22H24N2O4 in the gas phase in a non-equilibrium geometry, from OMol25.

Values from the calculation:
gap between HOMO and LUMO: 7.84 eV
strongest force on any atom: 1.2 eV/A
SMILES: CCOCCCNC(=O)c1ccc(/C=C2\Oc3ccccc3N(C)C2=O)cc1
ΔE to the lowest compared entry with this formula, charge and spin: 182.03 kJ/mol
net charge: 0

XYZ file:
```
52
Properties=species:S:1:pos:R:3:forces:R:3:nbo_charge:R:1
C -3.77824 -0.99457 2.39164 -0.263 -0.079 -0.333 -0.644
C -4.55753 -1.86693 1.41024 0.165 -0.131 0.292 -0.056
O -5.00265 -1.18955 0.25628 -0.005 0.040 -0.187 -0.560
C -6.06477 -0.28308 0.47813 -0.270 0.025 -0.073 -0.070
C -6.50573 0.28917 -0.86746 0.398 0.079 0.277 -0.424
C -5.57488 1.40768 -1.34544 -0.364 0.040 0.012 -0.225
N -4.19671 0.98719 -1.37872 -0.016 -0.075 -0.242 -0.602
C -3.29741 1.41256 -0.45998 -0.043 -0.013 -0.309 0.668
O -3.52123 2.32843 0.31151 0.045 0.127 0.228 -0.633
C -1.97739 0.71976 -0.50831 0.358 -0.135 0.158 -0.151
C -0.83352 1.45380 -0.20534 -0.299 0.002 -0.038 -0.158
C 0.41227 0.86340 -0.21578 0.057 -0.056 -0.007 -0.199
C 0.55231 -0.49734 -0.51124 -0.501 0.323 0.040 -0.070
C 1.81732 -1.18949 -0.53998 1.069 0.042 0.093 -0.200
C 3.07044 -0.71634 -0.35739 -1.096 -0.395 -0.162 0.192
O 3.31221 0.60123 -0.09776 -0.194 -0.091 -0.023 -0.471
C 4.59171 1.03232 0.06165 0.682 0.326 0.100 0.327
C 4.77924 2.38469 0.31227 -0.110 -0.392 -0.076 -0.242
C 6.05570 2.88581 0.48374 0.088 -0.007 0.005 -0.217
C 7.14416 2.03444 0.40442 -0.002 0.094 0.017 -0.214
C 6.96404 0.68530 0.15527 -0.117 -0.041 -0.015 -0.235
C 5.68594 0.16286 -0.01976 -0.297 0.482 0.064 0.086
N 5.45440 -1.18722 -0.27201 -0.138 -0.183 -0.038 -0.408
C 6.56360 -2.11083 -0.35494 0.049 -0.292 -0.047 -0.426
C 4.18734 -1.68285 -0.45109 0.381 -0.443 -0.054 0.634
O 3.99501 -2.86457 -0.67639 -0.127 0.173 0.023 -0.604
C -0.60822 -1.23459 -0.78333 0.264 0.049 0.000 -0.194
C -1.85147 -0.63968 -0.78839 -0.098 0.207 0.002 -0.159
H -3.35627 -1.62146 3.17247 0.052 -0.049 0.120 0.214
H -4.42115 -0.25097 2.85530 -0.011 0.087 0.090 0.208
H -2.97088 -0.48035 1.87620 0.101 0.046 0.005 0.220
H -5.41618 -2.32952 1.92206 0.086 -0.026 -0.084 0.160
H -3.90920 -2.66246 1.03172 -0.093 -0.001 0.102 0.183
H -5.74970 0.53291 1.14085 -0.031 -0.036 0.005 0.179
H -6.90186 -0.81617 0.95679 0.099 0.060 -0.009 0.169
H -7.51717 0.68624 -0.77843 -0.059 -0.018 -0.047 0.216
H -6.51393 -0.52381 -1.59629 -0.123 -0.050 -0.014 0.206
H -5.87954 1.74041 -2.34378 0.016 0.063 0.128 0.195
H -5.61996 2.25646 -0.65804 -0.038 -0.066 -0.164 0.233
H -3.99210 0.15257 -1.90415 0.123 0.085 0.084 0.396
H -0.94523 2.50021 0.03711 -0.012 0.074 0.037 0.232
H 1.28344 1.45296 0.01334 0.001 0.044 0.001 0.230
H 1.77399 -2.25107 -0.74268 0.118 0.004 0.012 0.245
H 3.91124 3.02178 0.36777 -0.121 0.070 0.004 0.225
H 6.19761 3.93702 0.67810 0.009 0.102 0.019 0.219
H 8.14369 2.41844 0.53678 0.089 0.029 0.011 0.217
H 7.82516 0.04105 0.09764 0.057 -0.107 -0.015 0.221
H 6.14420 -3.09660 -0.55146 0.132 0.137 0.032 0.259
H 7.23367 -1.83363 -1.17006 0.033 0.013 0.033 0.203
H 7.11486 -2.13249 0.58621 0.037 0.023 -0.022 0.203
H -0.52015 -2.29115 -0.99214 0.017 -0.104 -0.012 0.211
H -2.73044 -1.24197 -0.96718 -0.097 -0.053 -0.020 0.214
```
Positions in Å, forces in eV/Å.

***

# 3
The following is a quantum chemistry calculation of C2HClF2O in the gas phase in a non-equilibrium geometry, from OMol25.

Values from the calculation:
gap between HOMO and LUMO: 12.13 eV
strongest force on any atom: 3.8 eV/A
SMILES: FC1(F)O[C@H]1Cl
ΔE to the lowest compared entry with this formula, charge and spin: 74.82 kJ/mol
net charge: 0

XYZ file:
```
7
Properties=species:S:1:pos:R:3:forces:R:3:nbo_charge:R:1
F -2.82173 -0.49772 -0.28133 0.297 0.715 0.993 -0.305
C -1.72499 0.19134 0.11467 -0.389 -0.918 -2.543 0.851
F -1.81211 1.44765 -0.31449 -0.351 0.143 0.644 -0.299
O -1.08766 -0.09906 1.26503 -1.228 1.005 2.118 -0.427
C -0.46434 -0.47688 0.09190 3.504 -0.268 -1.356 -0.024
Cl -0.29939 -2.22090 -0.08606 -0.058 0.350 -0.274 -0.011
H 0.51751 0.08173 -0.16188 -1.774 -1.027 0.419 0.215
```
Positions in Å, forces in eV/Å.

***

# 4
The following is a quantum chemistry calculation of 7 unconnected molecules or ions with the total composition C22H63N9O7 in a non-equilibrium geometry, from OMol25.

Values from the calculation:
gap between HOMO and LUMO (spin up / spin down): 1.44 / 9.00 eV
strongest force on any atom: 3.1 eV/A
net charge: -1
expectation value of S²: 0.750
spin multiplicity: 2

XYZ file:
```
101
Properties=species:S:1:pos:R:3:forces:R:3:lowdin_spin:R:1
C -4.55129 1.38278 -0.22278 -0.066 -1.159 1.215 0.031
C -3.68929 1.38938 1.09632 -1.896 -0.927 -1.163 0.007
C -3.52533 -0.04928 1.69635 2.080 -0.377 -1.582 0.008
O -3.16475 -0.97588 0.61258 -1.472 0.398 0.457 0.013
C -3.16080 -2.37124 0.96876 0.183 1.715 -0.618 0.043
N -2.46218 2.03667 0.66670 0.531 -0.424 0.780 0.003
H -5.37680 0.68892 -0.06408 -0.322 0.148 -0.460 0.009
H -3.89773 0.99099 -1.00218 -0.233 -0.317 -0.069 0.003
H -4.89662 2.35775 -0.56669 -0.030 0.138 0.464 0.010
H -4.27076 1.87051 1.88277 0.330 0.818 0.078 0.003
H -4.30699 -0.36572 2.38700 -0.736 -0.140 -0.661 0.005
H -2.62666 -0.11805 2.30934 0.242 0.693 0.510 0.001
H -4.16865 -2.71912 1.19533 0.006 -0.054 0.450 0.007
H -2.43692 -2.43862 1.78089 -0.111 -0.830 0.203 0.005
H -2.84342 -2.87361 0.05499 0.269 -0.176 0.258 0.017
H -1.84875 1.23767 0.59316 0.784 0.129 0.451 0.000
H -2.60114 2.23721 -0.31339 0.104 0.555 -0.091 0.002
C -1.14178 1.36160 -5.53241 -0.358 -1.047 -1.280 0.050
C -2.35215 1.21276 -4.65736 0.827 0.369 0.244 0.032
C -2.70061 -0.25514 -4.36898 -0.635 -0.208 -0.398 0.025
O -3.13323 -0.87749 -5.57267 -1.886 -0.773 -0.573 0.025
C -4.27741 -1.84620 -5.52331 2.091 1.093 0.229 0.077
N -2.00236 1.93803 -3.43558 -0.342 0.012 0.765 0.007
H -1.42216 0.91923 -6.48834 0.337 -0.060 -0.282 0.016
H -0.29989 0.78233 -5.15329 0.172 0.335 0.055 0.005
H -0.90205 2.40621 -5.73098 0.192 0.019 0.190 0.013
H -3.14757 1.79832 -5.11836 -0.549 -0.773 -0.372 0.012
H -3.45334 -0.30188 -3.58203 -0.332 0.022 0.064 0.009
H -1.86094 -0.85281 -4.01423 0.395 0.416 0.226 0.009
H -5.15354 -1.43198 -5.02441 0.084 0.123 0.085 0.014
H -3.92005 -2.74747 -5.02521 -0.196 -0.057 0.214 0.017
H -4.51472 -2.11246 -6.55331 0.102 0.286 0.005 0.008
H -1.51328 2.75541 -3.77143 0.360 0.232 0.237 0.008
H -2.86638 2.32888 -3.08798 -0.256 0.005 0.610 0.011
C 0.36502 -0.55670 -2.02385 0.519 -1.734 0.665 0.013
C -0.09276 0.13217 -0.76223 -0.430 -2.045 0.498 0.002
C 0.47985 -0.29858 0.59919 0.215 -1.890 0.333 0.002
O 0.05601 0.51237 1.62930 -1.923 1.258 1.144 0.001
C 0.24143 0.11656 3.02536 -0.590 1.281 -2.559 0.004
N 0.23262 1.45799 -0.96547 0.946 2.960 -0.024 0.002
H 0.18090 -1.62878 -2.09341 -0.248 -0.169 0.346 0.017
H 1.45287 -0.48903 -2.01239 0.029 0.305 -0.781 0.001
H -0.14391 -0.14102 -2.89350 0.492 0.384 0.078 0.001
H -1.18252 0.15422 -0.75831 -0.410 -1.358 0.549 0.001
H 1.55655 -0.26655 0.76589 0.716 -0.352 -1.356 0.000
H 0.14323 -1.30797 0.83567 0.021 -0.572 -0.295 0.002
H -0.33151 -0.76760 3.30484 0.310 -0.354 -0.156 0.003
H -0.26162 0.98924 3.44183 0.601 -0.233 0.902 0.000
H 1.32353 0.06348 3.14506 -0.063 -0.184 0.796 0.001
H -0.26115 1.62537 -1.83049 -0.019 1.190 -0.282 0.001
H -0.27340 1.90251 -0.21285 0.273 1.225 -0.080 0.001
C 3.35085 -3.12128 3.06130 -0.762 -0.340 -1.296 0.006
C 4.19975 -3.04388 1.75703 0.048 -0.868 1.324 0.002
C 3.36809 -3.07760 0.42827 0.513 0.445 1.781 0.003
O 2.83776 -4.36262 0.20974 0.309 0.398 -0.597 0.016
C 3.76038 -5.36386 -0.22153 -1.341 -0.067 0.281 0.010
N 5.15040 -1.95435 1.86774 -0.296 0.692 -1.211 0.001
H 3.99487 -3.13261 3.94062 -0.151 0.031 -0.018 0.001
H 2.69276 -3.98981 3.03538 0.256 -0.447 0.176 0.002
H 2.61143 -2.32114 3.09475 0.306 0.567 0.191 0.001
H 4.79741 -3.95511 1.78101 0.111 -0.211 -0.302 0.000
H 3.98799 -2.66686 -0.36867 0.057 -0.316 -0.335 0.001
H 2.51046 -2.41908 0.56584 -0.110 0.041 -0.193 0.000
H 3.14278 -6.01415 -0.84103 0.211 -0.213 -0.082 0.003
H 4.03953 -5.92360 0.67116 0.657 -0.135 -0.184 0.001
H 4.58940 -5.00990 -0.83434 0.117 0.252 0.292 0.002
H 5.74055 -1.97390 2.68716 -0.195 -0.306 0.106 0.000
H 4.60383 -1.10592 1.90672 0.262 0.481 0.001 0.000
C 0.68776 2.86325 5.24546 0.758 -0.530 -0.339 0.002
C -0.80967 3.09497 5.53723 1.261 -0.518 -0.658 0.002
C -1.33561 2.25900 6.75368 0.577 0.427 -1.363 0.001
O -1.78378 0.94324 6.34374 1.558 0.239 1.033 0.003
C -3.09010 0.89944 5.92457 -1.364 1.505 -1.756 0.010
N -0.84658 4.54989 5.68761 -1.407 0.342 0.606 0.001
H 1.08931 1.85148 5.30171 -0.506 -0.281 0.282 0.001
H 1.34070 3.48078 5.86224 -0.371 0.036 0.528 0.000
H 0.99676 3.16735 4.24539 -0.523 0.156 -0.338 0.001
H -1.38710 2.78080 4.66776 -0.131 -0.194 -0.156 0.001
H -2.12345 2.82640 7.24913 -0.211 -0.174 0.212 0.001
H -0.45688 2.16597 7.39186 -0.395 -0.462 0.395 0.000
H -3.49705 -0.02354 5.51152 0.608 -0.823 1.191 0.004
H -3.21224 1.44958 4.99155 0.168 0.824 -0.372 0.001
H -3.77000 1.42261 6.59698 -0.231 -0.462 0.470 0.002
H -0.67767 4.99121 4.79497 0.721 -0.173 -0.328 0.001
H -1.81296 4.82283 5.79589 -0.475 0.112 0.565 0.001
C 3.10415 -0.66798 -5.06618 -1.381 -2.709 0.511 0.066
O 3.39028 -1.19371 -4.01506 0.611 -0.154 1.959 0.024
N 2.13400 -1.18469 -5.83746 -1.072 -0.433 -0.720 0.048
N 3.67718 0.36822 -5.59907 1.546 2.548 -0.764 0.039
H 1.71582 -2.05216 -5.53297 0.015 0.154 -0.331 0.038
H 2.04917 -0.83529 -6.78129 -0.545 -0.449 0.020 0.069
H 3.56352 0.40597 -6.60194 0.650 0.824 0.114 0.050
H 4.45832 0.72915 -5.07025 0.086 0.192 -0.622 0.009
C 4.47069 1.65260 -1.18792 1.654 1.565 1.101 0.007
O 5.57164 2.17418 -1.03881 0.804 0.372 -0.352 0.002
N 3.35182 2.29160 -0.92514 -2.407 1.229 0.486 0.003
N 4.33318 0.39657 -1.52779 0.276 -2.994 -0.873 0.002
H 2.48818 1.77073 -0.87130 -0.435 0.452 -0.116 0.000
H 3.36645 3.25160 -0.61162 0.152 -0.444 -0.069 0.001
H 5.18830 -0.02385 -1.86265 -0.417 -0.237 0.037 0.003
H 3.45208 -0.04789 -1.74279 0.329 0.165 -0.304 0.001
```
Positions in Å, forces in eV/Å.

***

Question: Number 2 is which compound?
Answer: C22H24N2O4